{
  "formula": "C60H52BrCl3CsGeN7O7PS4Se",
  "method": "the ωB97M-V functional and the def2-TZVPD basis",
  "total_charge": -2,
  "s2": 0.803,
  "orbital_gap_ev": [5.09, 4.75],
  "spin_multiplicity": 2,
  "species": ["Cs", "Br", "C", "C", "C", "C", "C", "N", "C", "O", "O", "H", "H", "H", "C", "C", "S", "C", "C", "S", "C", "C", "S", "H", "H", "H", "H", "H", "H", "H", "H", "H", "H", "H", "H", "C", "O", "C", "C", "C", "C", "C", "C", "C", "N", "C", "C", "N", "C", "C", "C", "C", "N", "C", "C", "N", "C", "C", "C", "C", "H", "H", "H", "H", "H", "H", "H", "H", "H", "H", "H", "H", "H", "H", "Cl", "Ge", "Cl", "Cl", "S", "C", "C", "C", "N", "C", "C", "C", "C", "C", "N", "C", "C", "H", "H", "H", "H", "H", "H", "H", "H", "O", "Se", "O", "O", "O", "C", "C", "C", "C", "C", "C", "P", "C", "C", "C", "C", "C", "C", "C", "C", "C", "C", "C", "C", "H", "H", "H", "H", "H", "H", "H", "H", "H", "H", "H", "H", "H", "H", "H"],
  "positions_angstrom": [[-0.7803, 2.0923, -0.0166], [-5.2147, 0.2785, 0.5659], [-4.7669, 1.0525, -1.1146], [-5.7942, 1.3865, -1.9792], [-5.4262, 1.8342, -3.2386], [-4.0845, 1.8913, -3.5606], [-3.1414, 1.5609, -2.5918], [-3.4864, 1.1456, -1.3807], [-1.6557, 1.5937, -2.9680], [-1.3445, 0.8251, -3.8861], [-0.9352, 2.3829, -2.3365], [-6.8273, 1.2963, -1.6824], [-6.1816, 2.1071, -3.9640], [-3.7545, 2.1974, -4.5408], [5.1666, -1.1244, 2.3441], [4.7825, 0.3273, 2.1259], [3.0743, 0.6085, 1.5406], [2.0581, 0.0773, 2.9451], [1.6687, -1.3977, 2.9367], [1.4410, -2.0249, 1.2351], [2.3870, -3.5988, 1.2478], [3.8619, -3.5540, 1.6281], [4.8475, -2.1956, 0.8906], [4.6187, -1.5439, 3.1846], [6.2384, -1.1953, 2.5491], [5.3968, 0.7688, 1.3421], [4.9349, 0.8842, 3.0534], [1.1699, 0.6992, 2.8517], [2.5727, 0.3426, 3.8700], [0.7185, -1.5272, 3.4589], [2.4227, -2.0225, 3.4149], [2.2755, -3.9385, 0.2186], [1.8786, -4.3078, 1.9063], [4.3371, -4.4760, 1.2856], [3.9896, -3.4894, 2.7075], [-9.5589, -8.7830, 5.1537], [-8.7962, -8.9274, 3.9853], [-7.9042, -7.9324, 3.6713], [-7.6906, -6.7841, 4.4261], [-6.7548, -5.8582, 4.0164], [-6.0066, -6.0447, 2.8518], [-6.2316, -7.2002, 2.0984], [-7.1646, -8.1287, 2.5065], [-5.0580, -5.0198, 2.4852], [-4.7820, -3.9885, 3.2521], [-3.9068, -3.2087, 2.5531], [-3.6349, -3.8127, 1.3147], [-4.3650, -4.9705, 1.3020], [-2.7822, -3.2281, 0.3568], [-2.4474, -3.8076, -0.8747], [-1.6318, -3.1180, -1.7397], [-1.1719, -1.8536, -1.3588], [-1.4392, -1.3163, -0.1923], [-2.2116, -1.9622, 0.6725], [-2.4548, -1.3347, 1.9734], [-1.8432, -0.2136, 2.2197], [-2.0375, 0.4649, 3.4538], [-2.9987, -0.1590, 4.4209], [-3.5891, -1.3292, 4.1435], [-3.3280, -1.9824, 2.9069], [-10.1902, -9.6692, 5.2092], [-10.1930, -7.8923, 5.1114], [-8.9198, -8.7341, 6.0408], [-8.2380, -6.6017, 5.3371], [-6.5724, -4.9607, 4.5853], [-5.6725, -7.3922, 1.1934], [-7.3415, -9.0346, 1.9473], [-4.4391, -5.6126, 0.5330], [-2.8245, -4.7927, -1.1249], [-1.3584, -3.5346, -2.6992], [-0.5442, -1.2750, -2.0225], [-1.0380, 0.5295, 3.9467], [-3.1882, 0.3957, 5.3254], [-4.2792, -1.8083, 4.8225], [-3.9878, 4.6642, -1.6647], [-3.1181, 4.2874, 0.5530], [-2.7066, 6.5021, 0.8337], [-5.2068, 4.2728, 1.4569], [3.0712, -2.1239, -6.0817], [2.5294, -1.2341, -4.6041], [1.8349, -0.0469, -4.7184], [1.5045, 0.6213, -3.5424], [1.8273, 0.1597, -2.3500], [2.4660, -0.9908, -2.2516], [2.8494, -1.7393, -3.3556], [4.7034, -1.3883, -6.1340], [5.7719, -1.9874, -5.4841], [7.0121, -1.3761, -5.5736], [7.2336, -0.2610, -6.2484], [6.2045, 0.3070, -6.8542], [4.9193, -0.2103, -6.8329], [1.5467, 0.3494, -5.6780], [0.9585, 1.5516, -3.5610], [2.6929, -1.3190, -1.2462], [3.3776, -2.6754, -3.2480], [5.6379, -2.9010, -4.9271], [7.8772, -1.8037, -5.0836], [6.4248, 1.2222, -7.3881], [4.1075, 0.2837, -7.3422], [-0.5446, 2.8946, 4.7373], [-1.1042, 2.9515, 3.2566], [-2.4531, 1.7966, 3.1890], [-0.0015, 2.4590, 2.2198], [-1.7409, 4.3346, 2.8663], [3.2467, 7.9031, 2.0153], [3.7247, 7.6018, 0.7489], [3.4101, 6.3921, 0.1605], [2.6273, 5.4586, 0.8375], [2.1348, 5.7733, 2.0980], [2.4430, 6.9933, 2.6810], [2.2362, 3.8298, 0.0792], [1.6615, 4.4933, -1.5358], [2.2837, 4.3157, -2.7654], [1.6838, 4.7889, -3.9199], [0.4555, 5.4223, -3.8621], [-0.1634, 5.6206, -2.6383], [0.4408, 5.1670, -1.4828], [3.9301, 3.2646, -0.3364], [5.1159, 3.7580, 0.1988], [6.3289, 3.1839, -0.1461], [6.3766, 2.1034, -1.0099], [5.1955, 1.5784, -1.5128], [3.9847, 2.1427, -1.1631], [3.5048, 8.8466, 2.4806], [4.3480, 8.3139, 0.2232], [3.7686, 6.1585, -0.8336], [1.4989, 5.0657, 2.6147], [2.0569, 7.2352, 3.6609], [3.2311, 3.7979, -2.8335], [2.1690, 4.6451, -4.8766], [-0.0267, 5.7642, -4.7671], [-1.1320, 6.0974, -2.5839], [-0.0333, 5.3372, -0.5208], [5.0964, 4.5947, 0.8832], [7.2451, 3.5819, 0.2710], [7.3276, 1.6629, -1.2774], [5.2212, 0.7179, -2.1670], [3.0565, 1.7089, -1.5108]],
  "forces_ev_per_a": [[-0.1487, -1.9772, 0.2598], [-0.0774, -0.0024, 0.2234], [-0.2250, -0.0896, -0.2090], [0.0406, 0.0078, 0.1067], [0.2370, -0.1323, -0.0008], [-0.1672, -0.0127, 0.0350], [0.1039, 0.0360, -0.7193], [0.0306, -0.0989, 0.2853], [-0.8282, 0.2280, -0.2365], [0.2319, -0.6660, -0.6304], [0.1454, 0.6858, -3.0838], [-0.0115, 0.0147, 0.0767], [-0.0319, 0.0553, 0.0088], [0.0746, 0.0296, -0.0478], [0.0684, -0.2385, -0.3360], [-0.7188, 0.0179, -0.1869], [0.4844, 0.4064, 0.4170], [0.3207, 0.0608, -0.3708], [-0.0920, -0.3451, -0.3304], [-0.0152, -0.7511, 0.1698], [-0.4023, 0.6177, 0.1550], [0.2823, 0.3651, -0.2525], [-0.0330, -0.1968, 0.2014], [0.0168, -0.0255, 0.0737], [-0.0869, 0.0261, 0.1503], [0.0680, 0.1130, -0.0028], [0.0976, 0.0529, -0.0338], [-0.0390, 0.1179, 0.0611], [-0.1143, 0.0538, 0.0724], [0.1035, -0.0399, 0.1078], [-0.0108, -0.0018, 0.0717], [-0.0274, -0.1004, -0.0325], [0.0274, -0.1180, -0.1079], [-0.0521, -0.0554, 0.1674], [0.0211, -0.0734, 0.0152], [-0.1174, 0.0286, 0.1879], [0.3618, 0.1739, -0.3926], [0.0229, -0.1422, -0.0715], [-0.2368, -0.2609, 0.1433], [0.3120, 0.0139, -0.3681], [-0.5431, -0.5265, 0.2080], [0.0247, 0.2015, 0.2015], [-0.2178, -0.1768, 0.1532], [0.5016, 0.7797, 0.1980], [-0.4525, -0.3746, 0.2190], [0.2189, -0.6568, -1.2211], [-0.2062, 0.4661, 1.0245], [-0.0602, 0.0044, -0.0224], [0.6741, 0.5011, -0.5487], [0.0080, 0.1342, 0.1470], [-0.1072, -0.1183, -0.0136], [0.0867, -0.2134, -0.1760], [0.1086, 0.3970, 0.0753], [-0.2888, -0.7755, -0.5224], [0.1558, 0.2162, 0.3893], [0.0581, -0.2231, -0.4380], [0.2530, -0.2295, 0.6052], [0.0423, 0.1798, -0.2363], [-0.0495, 0.0475, 0.2299], [0.1648, 0.2490, 0.0765], [0.0324, 0.0736, 0.0486], [0.0142, 0.0005, 0.0377], [-0.0542, 0.0153, 0.0201], [-0.0941, -0.0108, 0.0691], [-0.0320, 0.0706, 0.0914], [0.0575, 0.0000, -0.0719], [0.0070, -0.0673, -0.1162], [-0.0428, 0.0362, 0.0485], [-0.0217, -0.0137, -0.0938], [0.0198, 0.0400, -0.0399], [0.0074, 0.1162, -0.1433], [-0.3060, -0.2085, -0.0435], [-0.0355, 0.0353, 0.1564], [-0.0667, 0.0455, 0.1246], [0.0849, 0.0590, 0.0063], [-0.8655, 0.5967, -0.5017], [0.1530, 0.3310, 0.0125], [-0.2184, -0.0480, 0.2531], [0.0452, 0.3032, 0.3189], [0.0412, -0.2567, -0.5453], [0.0416, -0.0905, 0.1480], [-0.0738, 0.2323, -0.4650], [-0.3400, 0.2751, 0.5385], [0.3344, -0.5156, -0.0598], [-0.0984, 0.0871, 0.2347], [-0.2541, -0.2016, -0.1172], [0.0268, 0.1257, -0.1049], [-0.0024, -0.2743, 0.1605], [0.4560, 0.2152, -0.0002], [-0.2171, 0.1646, -0.1655], [0.1250, -0.0944, 0.0592], [-0.0493, 0.0516, -0.0955], [-0.0975, 0.1036, -0.0349], [0.0773, -0.0743, 0.1747], [0.0370, -0.0422, 0.0294], [-0.0149, -0.0806, 0.0551], [0.0259, -0.1132, 0.0847], [-0.0767, 0.0941, -0.0665], [-0.0789, 0.0578, -0.0426], [0.2939, -0.5263, 1.7453], [0.1720, 0.3303, 1.0477], [-0.0458, 0.1172, -0.1436], [1.7486, -0.2977, 1.8388], [-1.0345, 1.3806, -0.4113], [-0.0246, -0.0018, 0.1389], [0.1310, 0.0617, -0.1283], [-0.0552, 0.0680, 0.0463], [-0.0109, -0.0805, 0.0712], [-0.0314, -0.1779, -0.0892], [0.0616, 0.1827, 0.1498], [0.4177, 0.5192, -0.0180], [-0.0086, -0.1139, -0.0105], [0.0426, -0.0826, 0.0834], [-0.0555, -0.0059, -0.1862], [-0.0328, 0.1005, -0.0146], [-0.1613, 0.0806, 0.0075], [0.1314, -0.0479, 0.0792], [-0.1017, -0.1089, 0.1099], [-0.1839, 0.0641, -0.0225], [0.1982, -0.0173, 0.0851], [0.1128, -0.0274, -0.0169], [0.0761, -0.1321, -0.0700], [-0.0005, 0.1244, 0.0267], [-0.0478, 0.0271, 0.0026], [0.0065, 0.0379, -0.0509], [0.0271, 0.0188, -0.0599], [-0.0341, -0.0501, 0.0297], [-0.0731, -0.0145, 0.0601], [0.0262, 0.0147, 0.0001], [0.0597, -0.0366, -0.0580], [-0.0276, 0.0025, -0.0833], [-0.0744, 0.0058, 0.0631], [-0.1626, 0.0042, -0.0069], [0.0024, 0.0336, 0.0085], [0.0535, 0.0275, 0.0206], [0.0606, -0.0326, -0.0289], [-0.0321, -0.1104, -0.0708], [0.0438, -0.0342, -0.0344]],
  "mulliken_charge": [-0.117, -0.108, 0.000, -0.573, -0.668, -0.554, 0.530, 0.520, 0.071, -0.789, -0.080, 0.447, 0.370, 0.494, -0.711, -0.772, 0.535, 0.100, -1.145, 0.230, -0.999, -0.804, -0.058, 0.243, 0.529, -0.052, 0.534, -1.053, 0.676, 0.589, 0.501, 0.404, 0.489, 0.432, 0.358, -0.828, -0.468, 0.961, -0.398, -0.955, 0.262, -0.478, -0.651, 0.145, -0.864, 0.989, 0.419, -0.114, 0.337, -0.661, -1.594, -0.409, 0.865, -0.069, -0.597, 1.094, 0.258, -1.594, -1.112, 0.633, 0.233, 0.332, 0.330, 0.366, 0.502, 0.301, 0.406, 0.207, 0.394, 0.557, 0.350, 0.298, 0.561, 0.533, -0.579, 0.904, -0.512, -0.535, -0.173, -0.118, -1.042, -0.221, 0.767, -0.421, -0.706, 0.485, -0.154, -0.432, -0.623, -0.431, -0.202, 0.624, 0.397, 0.270, 0.522, 0.356, 0.367, 0.365, 0.372, -0.729, 1.500, -0.334, -0.689, -0.716, -0.543, -0.703, -0.365, -0.248, -0.291, -0.423, 1.908, 0.658, -0.220, -0.440, -0.618, -0.574, -0.700, -0.007, -0.716, -0.781, -0.845, -0.666, -0.739, 0.347, 0.389, 0.355, 0.275, 0.455, 0.391, 0.388, 0.346, 0.387, 0.306, 0.438, 0.342, 0.357, 0.565, 0.545]
}